# 1
# C16H14BCl44NO3S

A cluster of 12 separate species, C16H14BCl44NO3S in total (wB97M-V/def2-TZVPD, the OMol25 dataset).

Calculated values
* HOMO level: -9.6639 eV
* gap between HOMO and LUMO: 9.560 eV
* lowest unoccupied orbital energy: -0.0038 Eh
* multiplicity: 1

Structure (XYZ):
```
80
C16H14BCl44NO3S (wB97M-V/def2-TZVPD)
Cl 2.939 1.214 -3.732
Cl -8.103 -8.596 -3.279
Cl 1.167 9.358 -3.452
Cl -7.318 0.235 2.700
Cl 4.110 -4.027 -4.105
Cl -0.929 7.751 1.255
Cl -5.226 -0.175 0.766
Cl -8.682 -8.610 -6.105
Cl -5.360 2.301 2.247
Cl 3.156 7.273 -3.390
Cl 4.403 -9.836 0.982
Cl 5.998 -2.927 -2.231
Cl -8.860 -6.154 -4.601
Cl 5.606 0.114 -3.659
Cl 6.371 -8.886 -0.902
Cl 4.363 -7.086 0.122
Cl -4.596 -0.144 3.580
Cl 1.382 -6.642 1.292
Cl -0.446 9.448 3.536
Cl -7.173 -2.811 -0.403
Cl -5.073 -2.866 -2.373
Cl -0.583 -4.932 0.045
Cl 1.955 3.745 -0.804
Cl 4.405 2.458 8.063
Cl 0.020 6.610 3.722
Cl 0.436 6.702 -2.613
Cl 2.394 3.226 6.150
Cl -7.820 -2.566 -3.203
Cl 4.310 3.599 0.840
Cl 4.078 0.342 -1.228
Cl -2.676 7.619 3.549
Cl 6.472 -8.022 1.850
Cl 1.070 7.214 -5.382
Cl 6.869 -3.671 -4.872
Cl -6.904 -5.087 -2.159
Cl 6.152 -5.716 -2.966
Cl 1.957 4.991 1.790
Cl 1.257 -3.845 1.979
Cl 2.496 0.512 7.117
Cl 3.535 6.113 -0.345
Cl 4.561 1.480 5.356
Cl 5.090 2.712 -2.528
Cl -10.814 -8.237 -4.198
Cl 2.203 -4.632 -0.626
S 1.275 0.837 2.995
O -0.091 1.515 3.418
O 1.423 -0.422 3.666
O 2.299 1.817 3.179
N -0.969 2.767 -2.567
C 2.946 4.616 0.384
C -0.758 2.108 -1.266
C 1.130 0.547 1.258
C -5.623 0.559 2.323
C 3.464 1.918 6.663
C -2.073 1.644 -0.618
C -1.342 -0.296 1.249
C 1.067 -5.019 0.676
C -6.744 -3.337 -2.032
C 0.137 -0.541 0.869
C 1.459 7.636 -3.713
C -1.009 7.859 3.017
C -9.117 -7.898 -4.550
C 4.431 1.098 -2.789
C 5.402 -8.455 0.514
C 5.785 -4.089 -3.541
B -1.945 1.106 0.856
H -2.559 0.923 -1.286
H -2.374 1.789 1.740
H -0.722 3.747 -2.477
H -0.066 1.265 -1.342
H -1.479 -0.536 2.307
H 0.465 -1.458 1.359
H -0.283 2.808 -0.576
H -1.926 -1.050 0.704
H 0.970 1.514 0.782
H -2.729 2.520 -0.595
H 0.209 -0.728 -0.204
H -0.594 0.896 3.967
H -0.294 2.409 -3.234
H 2.138 0.226 0.990
```

# 2
# C16H14BClN6O2Sr

A structure of composition C16H14BClN6O2Sr (wB97M-V/def2-TZVPD, the OMol25 dataset).

Calculated values
* HOMO level: -7.8197 eV
* gap between HOMO and LUMO: 7.850 eV
* lowest unoccupied orbital energy: 0.0011 Eh
* multiplicity: 1

Structure (XYZ):
```
41
C16H14BClN6O2Sr (wB97M-V/def2-TZVPD)
Sr 1.455 -0.590 -0.448
Cl 1.753 6.870 1.652
O 0.383 1.340 0.314
O 3.194 1.049 -0.305
N -0.429 -0.540 -2.139
N -0.297 -3.283 -0.892
N -1.436 -1.055 -1.395
N 1.025 -3.074 -1.084
N -0.972 -1.759 1.040
N 0.274 -1.606 1.548
C 0.061 4.755 1.363
C 1.527 -4.225 -1.512
C -0.255 3.467 1.051
C -2.321 0.596 -2.570
C 0.533 -5.205 -1.606
C 2.073 3.028 0.481
C 1.389 5.218 1.244
C -1.890 -1.438 1.967
C 3.176 2.242 0.043
C 0.727 2.531 0.593
C 2.364 4.376 0.815
C 0.115 -1.180 2.798
C -1.238 -1.048 3.117
C -0.960 0.451 -2.848
C -0.611 -4.556 -1.200
C -2.578 -0.394 -1.646
B -1.310 -2.241 -0.398
H -1.271 3.106 1.139
H -1.675 -0.734 4.047
H -3.495 -0.682 -1.159
H 0.979 -0.984 3.414
H -0.705 5.439 1.706
H 0.635 -6.228 -1.921
H -2.394 -2.754 -0.340
H 3.384 4.729 0.723
H -1.626 -4.903 -1.107
H 2.579 -4.306 -1.736
H 4.135 2.785 0.018
H -0.343 1.021 -3.525
H -2.941 -1.522 1.748
H -3.016 1.300 -2.990
```

# 3
# C16H14BF5MoN6

A structure of composition C16H14BF5MoN6 (wB97M-V/def2-TZVPD, the OMol25 dataset).

Calculated values
* <S²>: 2.0367
* HOMO level (spin up / spin down): -14.9664 / -14.9745 eV
* gap between HOMO and LUMO (spin up / spin down): 5.611 / 3.283 eV
* lowest unoccupied orbital energy (spin up / spin down): -0.3438 / -0.4297 Eh
* net charge: +2
* multiplicity: 3

Structure (XYZ):
```
43
C16H14BF5MoN6 (wB97M-V/def2-TZVPD)
Mo -0.496 -0.209 0.672
F 3.858 0.596 5.157
F 2.648 0.453 0.624
F 4.527 0.542 2.493
F 1.224 0.449 5.907
F -0.704 0.284 4.152
N 0.482 -1.192 -0.898
N -1.960 -0.173 -2.297
N -0.168 1.522 -0.589
N 0.441 -0.885 -2.264
N -0.150 1.519 -1.985
N -2.201 -0.359 -0.938
C -4.117 -0.672 -2.063
C -3.112 -0.358 -2.973
C 1.960 -2.493 -1.986
C 0.887 0.202 2.285
C 1.403 -2.188 -0.742
C 0.207 2.733 -2.413
C 0.417 3.563 -1.318
C -1.334 -1.757 1.571
C 0.560 0.272 3.646
C 2.899 0.505 4.227
C 0.171 2.780 -0.188
C 1.327 -1.654 -2.906
C -3.494 -0.654 -0.796
C 2.230 0.357 1.921
C 3.237 0.478 2.878
C 1.563 0.411 4.604
B -0.526 0.225 -2.761
H -5.154 -0.881 -2.270
H -1.806 0.395 1.600
H -3.924 -0.843 0.173
H 1.450 -1.563 -3.978
H -0.645 -2.623 1.411
H 1.602 -2.601 0.237
H 0.707 4.596 -1.323
H -3.124 -0.242 -4.059
H -0.474 0.374 -3.945
H 0.212 3.036 0.861
H -1.298 -1.574 2.658
H 2.720 -3.221 -2.178
H -2.327 -2.083 1.270
H 0.281 2.935 -3.477
```

# 4
# C16H14BF5N6SSn

A structure of composition C16H14BF5N6SSn (wB97M-V/def2-TZVPD, the OMol25 dataset).

Calculated values
* HOMO level: -15.1716 eV
* gap between HOMO and LUMO: 5.722 eV
* lowest unoccupied orbital energy: -0.3472 Eh
* net charge: +2
* multiplicity: 1

Structure (XYZ):
```
44
C16H14BF5N6SSn (wB97M-V/def2-TZVPD)
Sn -0.213 -0.341 0.063
S -1.436 -1.808 1.449
F 1.997 -5.452 2.851
F -0.038 -5.752 -1.467
F -1.368 -3.412 -0.966
F 0.517 -3.206 3.379
F 1.712 -6.725 0.423
N 1.162 1.598 -1.342
N -0.603 2.756 0.828
N -0.282 1.486 1.268
N -1.762 2.010 -1.255
N 0.603 2.839 -1.433
N -1.564 0.651 -1.088
C 1.030 -5.579 0.665
C -2.636 -0.021 -1.616
C 1.396 3.665 -2.194
C -0.224 1.510 2.622
C -0.625 -3.396 1.286
C 2.324 1.619 -2.002
C 0.304 -3.888 2.223
C -0.496 2.811 3.032
C -2.905 2.191 -1.927
C 2.533 2.898 -2.584
C -3.506 0.949 -2.177
C 0.117 -5.110 -0.286
C -0.722 3.554 1.894
C 2.006 -0.774 0.676
C 1.137 -4.965 1.922
C -0.663 -4.008 0.032
B -0.781 3.104 -0.712
H 0.009 0.616 3.171
H -2.708 -1.085 -1.560
H -0.975 4.593 1.741
H 2.353 -1.833 0.895
H -1.169 4.218 -0.879
H 2.982 0.767 -2.049
H 3.353 3.247 -3.193
H -0.525 3.161 4.040
H 2.007 -0.406 1.735
H 1.478 -1.120 -0.385
H -3.232 3.210 -2.178
H 1.132 4.704 -2.417
H 2.712 -0.037 0.192
H -4.431 0.763 -2.679
```

| no. | F_max (eV/A) |
| --- | --- |
| 1 | 1.49 |
| 2 | 0.36 |
| 3 | 3.80 |
| 4 | 4.56 |